# 1
Here is a 8-piece molecular cluster, C35H74Br2N2O18Si overall from the Open Molecules 2025 dataset. Energies are from wB97M-V/def2-TZVPD.

Each line ends with the Löwdin charge.
Cartesian coordinates (Å):
C 5.230 2.883 -0.264  -0.1331
C 4.486 3.470 -1.579  -0.2539
C 4.423 2.398 -2.777  -0.1724
C 2.903 1.922 -3.127  -0.1947
N 2.776 0.438 -3.103  0.0169
C 2.562 -0.135 -1.789  -0.0954
C 2.961 -1.493 -1.564  -0.0571
C 3.674 -2.414 -2.644  -0.0971
C 2.839 -2.644 -3.989  -0.2495
O 3.630 -2.070 -5.074  -0.2833
Si 2.986 -2.553 -6.617  0.4915
C 3.923 -1.678 -8.052  -0.1966
C 1.125 -2.011 -6.735  -0.1862
C 3.201 -4.455 -6.927  -0.1989
C 2.654 -2.137 -0.120  -0.2356
O 3.407 -2.951 0.451  0.0493
C 1.237 -1.661 0.498  -0.1270
C 0.370 -2.715 1.294  -0.5808
Br -1.000 -3.862 0.438  0.7152
C 0.633 -2.837 2.691  -0.6090
C -0.116 -3.866 3.652  -0.1435
Br 2.051 -1.664 3.480  0.6872
C 0.846 -0.303 0.273  -0.0967
N -0.457 0.098 0.779  -0.0744
C -0.581 1.540 1.119  -0.0511
C -1.585 -0.426 -0.003  -0.3989
C -1.662 -0.537 -1.588  -0.0069
O -2.582 -0.845 0.648  0.0150
C 1.899 0.584 -0.524  -0.1465
O 2.226 1.739 -0.132  0.0512
H 4.856 1.819 -0.097  0.0572
H 4.937 3.537 0.639  0.0795
H 6.361 2.822 -0.395  0.0733
H 3.413 3.775 -1.349  0.0881
H 5.056 4.427 -1.851  0.1001
H 4.865 2.908 -3.709  0.1030
H 5.099 1.498 -2.542  0.1137
H 2.750 2.240 -4.227  0.1181
H 2.116 2.487 -2.532  0.1126
H 3.621 0.079 -3.574  0.1093
H 4.676 -1.905 -2.900  0.1317
H 3.965 -3.391 -2.110  0.1254
H 2.805 -3.773 -4.173  0.1165
H 1.768 -2.252 -3.947  0.1165
H 3.260 -0.894 -8.554  0.0357
H 4.251 -2.408 -8.871  0.0366
H 4.869 -1.147 -7.681  0.0402
H 1.131 -0.871 -6.719  0.0423
H 0.722 -2.417 -7.723  0.0471
H 0.591 -2.450 -5.822  0.0349
H 2.239 -5.000 -6.655  0.0354
H 4.090 -4.896 -6.358  0.0446
H 3.400 -4.665 -8.040  0.0401
H -1.215 -4.018 3.398  0.0666
H 0.437 -4.874 3.602  0.0836
H -0.075 -3.421 4.705  0.0739
H -0.690 2.244 0.222  0.1073
H -1.392 1.685 1.907  0.0987
H 0.407 1.847 1.625  0.0935
H -1.149 0.301 -2.158  0.0676
H -2.781 -0.464 -1.856  0.1011
H -1.349 -1.587 -1.947  0.0899
O -0.903 3.193 -4.923  -0.0886
C -2.220 2.889 -4.461  -0.2267
C -2.640 1.531 -5.000  -0.2335
O -1.709 0.536 -4.582  -0.0940
H -0.962 3.357 -5.876  0.0478
H -2.182 2.872 -3.369  0.1191
H -2.906 3.678 -4.784  0.1208
H -3.633 1.253 -4.638  0.1210
H -2.647 1.537 -6.095  0.1173
H -0.835 0.956 -4.630  0.0753
O 0.564 5.849 -9.547  -0.0740
C 1.073 5.595 -8.235  -0.2304
C -0.089 5.396 -7.276  -0.2350
O -0.908 4.317 -7.725  -0.0847
H 0.155 6.725 -9.534  0.0948
H 1.679 4.689 -8.296  0.1271
H 1.708 6.431 -7.927  0.1205
H 0.267 5.168 -6.269  0.1161
H -0.716 6.293 -7.239  0.1211
H -0.935 4.391 -8.692  0.0903
O 0.413 3.514 3.513  -0.0866
C -0.658 3.164 4.395  -0.2329
C -0.665 4.118 5.578  -0.2305
O -0.800 5.461 5.117  -0.0780
H 1.241 3.293 3.963  0.1005
H -1.585 3.254 3.825  0.1198
H -0.534 2.127 4.718  0.1251
H -1.492 3.897 6.255  0.1084
H 0.277 4.053 6.131  0.1213
H -0.269 5.517 4.307  0.0839
O -2.225 2.912 11.074  -0.0750
C -2.852 1.983 10.185  -0.2360
C -2.505 2.349 8.751  -0.2535
O -1.091 2.346 8.578  -0.0826
H -2.670 3.763 10.964  0.0946
H -2.465 0.993 10.432  0.1248
H -3.932 1.999 10.353  0.1185
H -2.944 1.639 8.047  0.1213
H -2.864 3.357 8.514  0.1112
H -0.723 2.717 9.396  0.0827
O 0.161 -7.933 1.313  -0.0804
C 0.698 -8.194 2.612  -0.2342
C -0.444 -8.405 3.593  -0.2453
O -1.266 -9.481 3.156  -0.0798
H -0.253 -7.058 1.342  0.0661
H 1.307 -9.096 2.533  0.1245
H 1.334 -7.356 2.913  0.1110
H -0.067 -8.638 4.592  0.1211
H -1.075 -7.511 3.648  0.1118
H -1.314 -9.401 2.191  0.0696
O -1.472 8.362 6.744  -0.0802
C -2.679 9.034 6.381  -0.2385
C -3.868 8.244 6.903  -0.2495
O -3.770 8.097 8.316  -0.0799
H -1.426 7.547 6.220  0.0652
H -2.645 10.024 6.841  0.1224
H -2.717 9.145 5.294  0.1172
H -4.809 8.749 6.670  0.1184
H -3.883 7.239 6.467  0.1130
H -2.828 7.954 8.501  0.0773
O -3.833 -8.331 1.867  -0.0863
C -5.141 -8.642 2.356  -0.2301
C -5.567 -9.999 1.820  -0.2482
O -4.627 -10.993 2.214  -0.0692
H -3.913 -8.163 0.918  0.0950
H -5.079 -8.663 3.446  0.1264
H -5.835 -7.853 2.051  0.1164
H -6.552 -10.280 2.201  0.1200
H -5.597 -9.988 0.725  0.1137
H -3.755 -10.573 2.151  0.0691

Values from the calculation:
Kohn-Sham gap: 7.45 eV
E_LUMO: -1.02 eV
Net charge: 0
Calculated total energy: -8279.06179 Eh
HOMO energy: -8.5 eV
2S+1: 1


# 2
Here is a 6-piece molecular cluster, C35H77O10S3 overall from the Open Molecules 2025 dataset. Energies are from wB97M-V/def2-TZVPD.

Each line ends with the Löwdin charge.
Cartesian coordinates (Å):
C -1.077 -2.071 -7.981  -0.0701
C -2.285 -2.778 -7.305  -0.3923
C -3.251 -1.692 -6.805  -0.0653
C -1.757 -3.653 -6.159  -0.1609
C -2.663 -4.763 -5.629  -0.3502
C -3.077 -5.762 -6.697  -0.0724
C -3.879 -4.260 -4.867  -0.2690
O -3.475 -3.301 -3.923  -0.3828
C -4.219 -3.394 -2.711  -0.9264
S -3.426 -4.830 -1.747  0.5092
S -3.764 -1.855 -1.888  0.7768
C -5.158 -1.729 -0.719  -0.3864
C -4.826 -0.740 0.361  -0.5499
O -5.529 0.191 0.701  0.0841
O -3.649 -1.017 0.962  -0.0341
C -3.198 -0.065 1.909  -0.1179
C -1.888 -0.649 2.428  -0.3202
C -2.152 -1.674 3.539  -0.0293
O -1.049 0.435 2.849  0.0078
C 0.135 0.626 2.217  -0.5170
O 0.463 1.765 1.902  0.0851
C 1.064 -0.526 1.906  -0.4314
S 1.228 -1.763 3.229  0.7447
H -0.955 -2.381 -9.014  0.0584
H -0.180 -2.299 -7.412  0.0632
H -1.197 -0.994 -7.931  0.0643
H -2.800 -3.382 -8.046  0.1103
H -4.231 -2.076 -6.557  0.0626
H -2.820 -1.203 -5.936  0.0877
H -3.353 -0.945 -7.589  0.0575
H -0.849 -4.146 -6.516  0.1073
H -1.454 -2.989 -5.355  0.1181
H -2.073 -5.305 -4.888  0.1320
H -2.209 -6.315 -7.052  0.0739
H -3.758 -6.497 -6.274  0.0745
H -3.558 -5.303 -7.555  0.0644
H -4.380 -5.101 -4.392  0.0992
H -4.605 -3.797 -5.545  0.1092
H -3.106 -4.224 -0.592  -0.2305
H -6.067 -1.427 -1.217  0.0794
H -5.258 -2.703 -0.245  0.0826
H -3.039 0.909 1.454  0.1444
H -3.910 0.050 2.720  0.1214
H -1.466 -1.163 1.568  0.1389
H -1.830 -2.661 3.230  0.0701
H -1.595 -1.379 4.420  0.0695
H -3.205 -1.713 3.792  0.0770
H 2.022 -0.152 1.585  0.0771
H 0.623 -1.050 1.060  0.0867
H 0.765 -2.836 2.582  -0.1306
C -1.830 0.038 -12.390  -0.0796
C -2.811 -0.808 -11.595  -0.2799
O -3.418 -0.119 -10.520  -0.1631
C -4.173 1.026 -10.859  -0.2823
C -5.338 0.749 -11.794  -0.0814
H -1.048 0.426 -11.736  0.0815
H -1.364 -0.565 -13.172  0.0746
H -2.315 0.888 -12.872  0.0629
H -2.277 -1.644 -11.143  0.1094
H -3.573 -1.239 -12.255  0.1071
H -3.523 1.806 -11.274  0.1059
H -4.552 1.408 -9.911  0.1199
H -5.007 0.374 -12.764  0.0630
H -5.904 1.665 -11.968  0.0742
H -6.006 0.005 -11.358  0.0818
C 4.168 5.052 3.477  -0.0731
C 4.792 3.700 3.776  -0.2865
O 4.566 3.238 5.095  -0.1728
C 3.210 3.054 5.468  -0.2722
C 2.462 2.053 4.607  -0.0696
H 4.534 5.804 4.177  0.0811
H 4.421 5.366 2.463  0.0682
H 3.081 5.026 3.551  0.0701
H 5.876 3.774 3.679  0.1117
H 4.461 2.952 3.046  0.1100
H 2.685 4.016 5.484  0.1096
H 3.241 2.699 6.499  0.1067
H 2.393 2.365 3.565  0.0586
H 1.445 1.925 4.980  0.0874
H 2.967 1.084 4.627  0.0765
C -5.125 1.701 7.185  -0.0799
C -4.963 0.688 6.063  -0.2880
O -5.970 -0.304 6.028  -0.1603
C -7.292 0.158 5.830  -0.2837
C -7.495 0.912 4.526  -0.0728
H -5.149 1.197 8.152  0.0794
H -4.291 2.403 7.176  0.0758
H -6.045 2.278 7.086  0.0644
H -4.027 0.146 6.201  0.1156
H -4.892 1.192 5.093  0.1036
H -7.619 0.765 6.683  0.1039
H -7.911 -0.739 5.830  0.1165
H -6.903 1.827 4.483  0.0670
H -8.544 1.191 4.416  0.0757
H -7.209 0.293 3.675  0.0812
C 7.338 4.111 0.610  -0.0735
C 7.413 2.669 0.137  -0.2771
O 8.609 2.348 -0.549  -0.1577
C 9.808 2.508 0.184  -0.2864
C 9.886 1.658 1.441  -0.0800
H 7.449 4.796 -0.231  0.0823
H 6.376 4.298 1.088  0.0586
H 8.119 4.345 1.335  0.0674
H 6.612 2.479 -0.577  0.1207
H 7.255 1.981 0.976  0.1068
H 9.973 3.565 0.423  0.1055
H 10.603 2.215 -0.502  0.1166
H 9.115 1.923 2.165  0.0640
H 10.855 1.795 1.924  0.0750
H 9.765 0.603 1.196  0.0815
C 5.864 0.303 6.631  -0.0680
C 4.726 0.037 7.601  -0.2779
O 5.052 -0.855 8.653  -0.1575
C 6.111 -0.455 9.498  -0.2881
C 5.870 0.863 10.217  -0.0815
H 6.217 -0.632 6.194  0.0829
H 5.525 0.962 5.832  0.0590
H 6.713 0.786 7.117  0.0688
H 3.899 -0.435 7.070  0.1189
H 4.341 0.980 8.006  0.0995
H 7.055 -0.420 8.941  0.1057
H 6.210 -1.255 10.232  0.1162
H 5.776 1.697 9.521  0.0652
H 6.702 1.081 10.887  0.0741
H 4.953 0.813 10.805  0.0800

Values from the calculation:
Kohn-Sham gap: 4.34 eV
E_LUMO: 1.84 eV
Net charge: -1
Relative energy (zero: lowest compared OMol25 entry of this formula, charge and spin): 45.5 kJ/mol
Calculated total energy: -3326.60276 Eh
HOMO energy: -2.5 eV
2S+1: 1